Entry from the Open Molecules 2025 dataset: a structure of composition C54H53AsN7ReS4 (ωB97M-V/def2-TZVPD).

Its expectation value of S² is 0.859. As for the LUMO energy (alpha / beta): -0.152 / -0.146 hartree. As for the energy above the lowest of the compared OMol25 structures with the same formula, charge and spin: 52.9 kcal per mole. The HOMO energy (alpha / beta) comes out at -8.23 / -8.22 eV. As for the spin multiplicity: 2. As for the net charge: +1.

CARTESIAN COORDINATES (ANGSTROEM)
Re (-0.194, 0.933, 0.836)
S (-3.017, 2.736, -0.167)
C (-2.093, 4.142, -0.572)
C (-2.780, 5.096, -1.338)
C (-2.205, 6.293, -1.695)
C (-0.912, 6.585, -1.288)
C (-0.213, 5.659, -0.541)
C (-0.770, 4.429, -0.206)
S (0.143, 3.406, 0.962)
C (1.901, 3.525, 0.459)
C (2.551, 2.261, -0.043)
C (3.740, 2.459, -0.730)
C (4.415, 1.360, -1.274)
C (3.897, 0.120, -1.069)
C (2.702, -0.055, -0.296)
C (2.282, -1.328, -0.036)
S (-1.016, -1.469, 0.871)
C (-2.654, -1.365, 1.558)
C (-3.386, -2.536, 1.678)
C (-4.661, -2.513, 2.212)
C (-5.209, -1.311, 2.634)
C (-4.478, -0.143, 2.544)
C (-3.183, -0.156, 2.022)
S (-2.260, 1.327, 2.000)
N (2.019, 1.053, 0.176)
H (-3.793, 4.874, -1.633)
H (-2.768, 7.012, -2.267)
H (-0.464, 7.535, -1.532)
H (0.770, 5.925, -0.186)
H (2.437, 3.861, 1.351)
H (1.982, 4.304, -0.299)
H (4.127, 3.459, -0.856)
H (5.322, 1.507, -1.840)
H (4.352, -0.766, -1.480)
H (1.411, -1.546, 0.547)
H (2.845, -2.162, -0.409)
H (-2.956, -3.470, 1.354)
H (-5.221, -3.431, 2.291)
H (-6.205, -1.291, 3.045)
H (-4.901, 0.796, 2.863)
C (3.951, -5.130, -1.974)
C (2.639, -4.426, -1.850)
C (2.246, -3.463, -2.767)
C (1.052, -2.778, -2.626)
C (0.693, -1.731, -3.639)
C (0.191, -3.066, -1.557)
As (-1.351, -1.832, -1.415)
N (-0.608, 1.016, -0.940)
C (-0.661, 1.512, -2.160)
C (-1.742, 1.231, -3.034)
C (-1.782, 1.747, -4.306)
C (-0.744, 2.536, -4.784)
C (0.336, 2.813, -3.954)
C (0.387, 2.323, -2.670)
C (-3.026, -2.895, -1.622)
C (-4.219, -2.168, -1.465)
C (-4.300, -0.750, -0.978)
C (-5.441, -2.732, -1.809)
C (-5.533, -3.994, -2.364)
C (-6.840, -4.544, -2.838)
C (-4.353, -4.703, -2.534)
C (-3.113, -4.180, -2.195)
C (-1.926, -5.042, -2.511)
C (0.560, -4.064, -0.650)
C (-0.310, -4.489, 0.497)
C (1.778, -4.713, -0.802)
H (4.463, -4.837, -2.886)
H (3.805, -6.209, -1.983)
H (4.593, -4.891, -1.126)
H (2.885, -3.236, -3.607)
H (1.365, -1.776, -4.491)
H (0.757, -0.737, -3.190)
H (-0.331, -1.875, -3.994)
H (-2.535, 0.597, -2.670)
H (-2.632, 1.531, -4.937)
H (-0.760, 2.909, -5.796)
H (1.146, 3.436, -4.308)
H (1.251, 2.504, -2.052)
H (-3.326, -0.310, -0.764)
H (-4.912, -0.705, -0.079)
H (-4.794, -0.134, -1.727)
H (-6.340, -2.150, -1.667)
H (-7.642, -3.831, -2.671)
H (-7.081, -5.474, -2.328)
H (-6.790, -4.760, -3.905)
H (-4.395, -5.689, -2.974)
H (-2.241, -5.885, -3.120)
H (-1.478, -5.439, -1.605)
H (-1.164, -4.489, -3.058)
H (-1.354, -4.243, 0.310)
H (0.006, -4.003, 1.422)
H (-0.229, -5.563, 0.649)
H (2.060, -5.464, -0.078)
C (0.561, 2.925, 4.018)
C (1.023, 1.527, 3.850)
N (0.712, 0.679, 2.885)
C (1.299, -0.514, 3.218)
C (1.989, -0.375, 4.376)
N (1.812, 0.923, 4.773)
C (2.519, 1.579, 5.842)
N (3.334, 2.642, 5.333)
N (3.144, 3.916, 5.737)
N (3.939, 4.693, 5.147)
C (4.715, 3.974, 4.284)
C (5.720, 4.361, 3.399)
C (6.286, 3.372, 2.628)
C (5.881, 2.032, 2.725)
C (4.901, 1.627, 3.605)
C (4.321, 2.617, 4.386)
H (-0.419, 3.060, 3.569)
H (1.252, 3.629, 3.553)
H (0.493, 3.180, 5.074)
H (1.181, -1.395, 2.622)
H (2.554, -1.074, 4.956)
H (3.131, 0.826, 6.355)
H (1.829, 2.032, 6.564)
H (6.028, 5.391, 3.340)
H (7.065, 3.621, 1.924)
H (6.361, 1.297, 2.096)
H (4.602, 0.592, 3.679)

Entry from the Open Molecules 2025 dataset: a cluster of 10 separate species, C54H54N6O8 in total (ωB97M-V/def2-TZVPD).

As for the LUMO energy: 0.009 hartree. As for the energy above the lowest of the compared OMol25 structures with the same formula, charge and spin: 20.5 kcal per mole. The HOMO energy comes out at -8.30 eV.

CARTESIAN COORDINATES (ANGSTROEM)
N (2.993, 7.141, 3.973)
C (2.785, 6.652, 5.217)
C (1.910, 5.575, 5.466)
C (1.450, 4.859, 4.372)
C (1.793, 5.359, 3.047)
C (2.537, 6.487, 2.937)
H (3.109, 7.071, 6.167)
H (1.716, 5.333, 6.402)
H (0.946, 3.992, 4.602)
H (1.522, 4.839, 2.197)
H (2.875, 6.763, 2.067)
N (4.402, 1.520, 1.401)
C (4.832, 2.511, 0.707)
C (5.210, 3.782, 1.309)
C (4.858, 3.947, 2.650)
C (4.256, 2.818, 3.317)
C (4.041, 1.655, 2.721)
H (5.086, 2.272, -0.498)
H (5.499, 4.340, 0.535)
H (4.972, 4.836, 3.081)
H (3.897, 2.984, 4.361)
H (3.713, 0.857, 3.252)
N (-2.328, 0.664, -6.365)
C (-1.389, -0.317, -6.309)
C (-1.342, -1.269, -5.286)
C (-2.238, -1.230, -4.220)
C (-3.136, -0.149, -4.279)
C (-3.092, 0.842, -5.287)
H (-0.978, -0.439, -7.406)
H (-0.427, -2.013, -5.418)
H (-2.153, -1.925, -3.487)
H (-3.608, 0.022, -3.463)
H (-3.766, 1.667, -5.437)
N (2.596, -1.281, -3.815)
C (3.212, -2.202, -4.546)
C (2.817, -3.558, -4.746)
C (1.691, -4.063, -3.986)
C (1.059, -3.013, -3.213)
C (1.495, -1.686, -3.199)
H (4.114, -2.207, -5.111)
H (3.307, -4.388, -5.372)
H (1.236, -4.979, -4.115)
H (-0.082, -3.211, -2.915)
H (0.905, -0.915, -2.645)
N (-4.360, 4.042, 2.553)
C (-4.884, 2.875, 2.267)
C (-4.187, 1.702, 1.889)
C (-2.824, 1.736, 2.098)
C (-2.127, 2.910, 2.310)
C (-3.083, 4.028, 2.563)
H (-6.071, 2.771, 2.034)
H (-4.819, 0.895, 1.414)
H (-2.310, 0.770, 1.760)
H (-1.026, 3.271, 2.040)
H (-2.764, 4.980, 2.777)
N (-2.479, -3.798, 3.301)
C (-2.856, -2.539, 3.667)
C (-4.216, -2.056, 3.746)
C (-5.237, -2.938, 3.323)
C (-4.861, -4.235, 2.981)
C (-3.457, -4.563, 2.930)
H (-2.074, -2.047, 4.265)
H (-4.432, -1.093, 4.003)
H (-6.235, -2.427, 3.054)
H (-5.739, -4.674, 2.464)
H (-2.977, -5.561, 2.652)
C (3.523, -4.042, 3.325)
C (2.690, -4.283, 2.136)
C (2.863, -3.369, 1.059)
C (3.845, -2.410, 1.141)
C (4.659, -2.236, 2.308)
C (4.521, -3.091, 3.422)
O (5.437, -3.002, 4.393)
O (2.010, -3.435, -0.014)
H (3.220, -4.688, 4.177)
H (1.900, -4.931, 2.033)
H (4.101, -1.858, 0.341)
H (5.422, -1.568, 2.343)
H (6.229, -2.927, 4.482)
H (1.196, -3.226, 0.183)
C (-5.739, -2.940, -2.084)
C (-5.260, -4.185, -2.675)
C (-4.269, -4.959, -1.937)
C (-3.791, -4.368, -0.673)
C (-4.262, -3.099, -0.166)
C (-5.224, -2.368, -0.897)
O (-5.413, -1.045, -0.556)
O (-3.761, -6.219, -2.333)
H (-6.544, -2.486, -2.587)
H (-5.685, -4.538, -3.692)
H (-3.090, -5.001, -0.201)
H (-3.782, -2.729, 0.805)
H (-6.154, -0.532, -0.873)
H (-3.508, -6.725, -1.528)
C (2.265, 2.244, -3.292)
C (3.240, 3.362, -3.594)
C (2.692, 4.510, -4.222)
C (1.381, 4.570, -4.687)
C (0.525, 3.354, -4.399)
C (0.910, 2.299, -3.627)
O (-0.047, 1.258, -3.442)
O (3.402, 5.673, -4.371)
H (2.589, 1.302, -2.817)
H (4.231, 3.344, -3.302)
H (0.839, 5.372, -4.916)
H (-0.620, 3.432, -4.547)
H (-0.832, 1.204, -4.063)
H (3.112, 6.168, -5.157)
C (0.367, -1.456, 2.051)
C (0.987, -0.088, 2.160)
C (0.713, 0.907, 1.167)
C (-0.049, 0.556, 0.113)
C (-0.680, -0.714, 0.011)
C (-0.448, -1.726, 0.963)
O (-1.256, -2.867, 0.859)
O (1.282, 2.159, 1.160)
H (0.507, -2.212, 2.782)
H (1.459, 0.143, 3.190)
H (-0.276, 1.202, -0.737)
H (-1.401, -1.039, -0.740)
H (-1.599, -2.907, 1.637)
H (2.311, 2.236, 1.182)

Entry from the Open Molecules 2025 dataset: a structure of composition C54H56B3BrFN11O5 (ωB97M-V/def2-TZVPD).

As for the LUMO energy: -0.004 hartree. As for the energy above the lowest of the compared OMol25 structures with the same formula, charge and spin: 8.5 kcal per mole. The HOMO energy comes out at -9.22 eV.

CARTESIAN COORDINATES (ANGSTROEM)
N (-0.215, 1.742, -4.946)
B (0.043, 0.747, -3.915)
O (-0.608, -0.509, -3.955)
B (-1.263, -0.612, -2.742)
C (-2.828, -0.613, -2.596)
C (-3.315, -1.943, -2.123)
O (-2.609, -2.906, -2.165)
F (-4.558, -1.983, -1.647)
O (-0.435, -0.626, -1.633)
B (0.286, 0.553, -1.651)
C (0.332, 1.389, -0.308)
C (-1.110, 1.499, 0.129)
O (-1.812, 2.418, -0.178)
Br (-1.879, 0.055, 1.181)
O (0.874, 0.987, -2.826)
H (-1.142, 2.115, -4.749)
H (-0.342, 1.272, -5.837)
H (-3.338, -0.334, -3.514)
H (-3.118, 0.150, -1.870)
H (0.880, 0.882, 0.481)
H (0.665, 2.402, -0.489)
N (0.974, -1.532, 3.644)
C (1.433, -2.781, 3.687)
C (0.758, -3.828, 4.292)
C (-0.462, -3.569, 4.894)
C (-0.955, -2.276, 4.862)
C (-0.201, -1.300, 4.226)
H (2.393, -2.942, 3.208)
H (1.180, -4.824, 4.294)
H (-1.017, -4.362, 5.379)
H (-1.904, -2.028, 5.318)
H (-0.552, -0.275, 4.174)
N (-5.609, -4.658, -6.835)
C (-5.386, -4.576, -5.526)
C (-4.262, -3.982, -4.971)
C (-3.314, -3.448, -5.829)
C (-3.529, -3.525, -7.195)
C (-4.689, -4.137, -7.644)
H (-6.153, -5.009, -4.894)
H (-4.119, -3.936, -3.901)
H (-2.419, -2.979, -5.437)
H (-2.813, -3.122, -7.899)
H (-4.899, -4.218, -8.705)
N (1.070, 5.126, -6.911)
C (1.306, 4.332, -5.862)
C (2.156, 4.677, -4.822)
C (2.801, 5.904, -4.868)
C (2.566, 6.736, -5.951)
C (1.696, 6.302, -6.938)
H (0.786, 3.375, -5.852)
H (2.306, 3.995, -3.995)
H (3.474, 6.206, -4.077)
H (3.047, 7.701, -6.029)
H (1.482, 6.926, -7.802)
N (5.647, 5.919, -3.199)
C (5.629, 4.636, -2.846)
C (6.763, 3.912, -2.513)
C (7.987, 4.558, -2.551)
C (8.027, 5.892, -2.917)
C (6.833, 6.524, -3.228)
H (4.650, 4.168, -2.834)
H (6.686, 2.871, -2.232)
H (8.897, 4.028, -2.299)
H (8.961, 6.434, -2.961)
H (6.817, 7.569, -3.517)
N (-2.431, 6.221, -10.870)
C (-1.582, 6.194, -9.843)
C (-0.582, 5.244, -9.687)
C (-0.463, 4.263, -10.657)
C (-1.337, 4.271, -11.733)
C (-2.298, 5.269, -11.791)
H (-1.717, 6.980, -9.108)
H (0.083, 5.272, -8.827)
H (0.302, 3.501, -10.576)
H (-1.277, 3.522, -12.511)
H (-3.000, 5.316, -12.616)
N (-0.371, -1.224, 9.153)
C (0.325, -0.715, 10.167)
C (1.570, -0.123, 10.026)
C (2.126, -0.057, 8.758)
C (1.419, -0.581, 7.689)
C (0.179, -1.150, 7.941)
H (-0.146, -0.790, 11.142)
H (2.089, 0.275, 10.887)
H (3.098, 0.397, 8.605)
H (1.821, -0.551, 6.685)
H (-0.407, -1.571, 7.133)
N (1.072, -6.684, 6.885)
C (2.023, -6.619, 7.814)
C (3.133, -7.451, 7.839)
C (3.260, -8.406, 6.845)
C (2.280, -8.489, 5.870)
C (1.212, -7.607, 5.935)
H (1.881, -5.859, 8.575)
H (3.875, -7.351, 8.619)
H (4.111, -9.076, 6.830)
H (2.340, -9.221, 5.076)
H (0.424, -7.634, 5.190)
N (-3.826, 4.764, 2.302)
C (-4.154, 4.191, 1.143)
C (-5.365, 4.404, 0.500)
C (-6.287, 5.252, 1.091)
C (-5.962, 5.853, 2.296)
C (-4.723, 5.577, 2.855)
H (-3.405, 3.533, 0.717)
H (-5.579, 3.915, -0.441)
H (-7.243, 5.443, 0.621)
H (-6.652, 6.522, 2.792)
H (-4.428, 6.029, 3.795)
N (-3.720, -4.497, 3.096)
C (-3.354, -4.249, 1.839)
C (-4.231, -3.833, 0.848)
C (-5.565, -3.667, 1.180)
C (-5.965, -3.922, 2.482)
C (-5.006, -4.331, 3.396)
H (-2.301, -4.393, 1.622)
H (-3.874, -3.648, -0.150)
H (-6.281, -3.343, 0.436)
H (-6.997, -3.806, 2.784)
H (-5.276, -4.539, 4.426)
N (3.888, -1.887, 5.717)
C (4.024, -3.176, 6.028)
C (5.249, -3.792, 6.234)
C (6.400, -3.032, 6.105)
C (6.279, -1.692, 5.779)
C (5.005, -1.173, 5.599)
H (3.098, -3.736, 6.115)
H (5.297, -4.842, 6.488)
H (7.375, -3.477, 6.255)
H (7.150, -1.061, 5.668)
H (4.865, -0.127, 5.347)

Entry from the Open Molecules 2025 dataset: a structure of composition C54H58AgGe2N5S5 (ωB97M-V/def2-TZVPD).

As for the LUMO energy: 0.140 hartree. As for the energy above the lowest of the compared OMol25 structures with the same formula, charge and spin: 11.3 kcal per mole. The HOMO energy comes out at -2.68 eV. As for the net charge: -2.

CARTESIAN COORDINATES (ANGSTROEM)
Ag (2.626, -0.036, 1.991)
C (-2.393, -1.560, 6.108)
C (-2.240, -2.080, 4.708)
C (-3.143, -1.761, 3.707)
C (-2.993, -2.257, 2.423)
C (-3.945, -1.870, 1.329)
C (-1.926, -3.110, 2.135)
C (-1.018, -3.456, 3.133)
C (0.129, -4.386, 2.877)
C (-1.181, -2.919, 4.402)
C (-1.828, -3.692, 0.776)
C (-2.597, -4.821, 0.509)
C (-2.567, -5.416, -0.737)
C (-1.751, -4.882, -1.716)
C (-0.971, -3.760, -1.454)
C (-1.019, -3.137, -0.211)
Ge (0.192, -1.574, 0.243)
S (2.043, -2.396, 0.924)
S (0.350, -0.046, -1.471)
Ge (0.165, 1.496, 0.246)
S (2.066, 2.265, 0.841)
S (-0.768, -0.053, 1.654)
C (-1.139, 3.004, -0.189)
C (-1.298, 3.510, -1.477)
C (-2.154, 4.582, -1.719)
C (-2.859, 5.167, -0.685)
C (-2.692, 4.685, 0.599)
C (-1.830, 3.622, 0.851)
C (-1.630, 3.235, 2.266)
C (-0.602, 3.825, 2.998)
C (0.336, 4.825, 2.390)
C (-0.442, 3.486, 4.335)
C (-1.293, 2.597, 4.965)
C (-1.110, 2.241, 6.409)
C (-2.335, 2.047, 4.230)
C (-2.517, 2.356, 2.894)
C (-3.648, 1.752, 2.114)
C (-0.554, 2.977, -2.638)
C (0.765, 3.369, -2.859)
C (1.452, 4.322, -1.936)
C (1.425, 2.883, -3.979)
C (0.797, 2.049, -4.887)
C (1.514, 1.559, -6.109)
C (-0.529, 1.701, -4.671)
C (-1.214, 2.162, -3.561)
C (-2.662, 1.818, -3.346)
C (-0.110, -3.299, -2.565)
C (-0.604, -2.400, -3.505)
C (-1.946, -1.754, -3.344)
C (0.175, -2.073, -4.606)
C (1.421, -2.641, -4.797)
C (2.259, -2.302, -5.995)
C (1.897, -3.540, -3.853)
C (1.151, -3.879, -2.737)
C (1.682, -4.854, -1.733)
H (-3.227, -0.867, 6.182)
H (-1.482, -1.049, 6.416)
H (-2.561, -2.387, 6.802)
H (-3.972, -1.100, 3.924)
H (-4.738, -1.233, 1.715)
H (-4.390, -2.750, 0.862)
H (-3.406, -1.326, 0.553)
H (0.062, -4.834, 1.887)
H (0.162, -5.176, 3.629)
H (1.064, -3.828, 2.931)
H (-0.452, -3.154, 5.166)
H (-3.221, -5.229, 1.295)
H (-3.166, -6.295, -0.943)
H (-1.708, -5.331, -2.701)
H (-2.250, 4.965, -2.729)
H (-3.516, 6.007, -0.876)
H (-3.217, 5.145, 1.427)
H (0.010, 5.133, 1.398)
H (1.325, 4.376, 2.298)
H (0.418, 5.706, 3.030)
H (0.379, 3.926, 4.886)
H (-0.293, 2.809, 6.845)
H (-0.874, 1.183, 6.502)
H (-2.023, 2.436, 6.974)
H (-3.009, 1.350, 4.712)
H (-4.293, 1.167, 2.766)
H (-3.246, 1.092, 1.347)
H (-4.243, 2.521, 1.618)
H (0.754, 5.064, -1.549)
H (2.270, 4.826, -2.444)
H (1.862, 3.785, -1.076)
H (2.454, 3.170, -4.148)
H (2.564, 1.834, -6.076)
H (1.071, 1.990, -7.008)
H (1.441, 0.477, -6.182)
H (-1.032, 1.061, -5.388)
H (-2.991, 1.056, -4.050)
H (-3.290, 2.701, -3.481)
H (-2.823, 1.461, -2.330)
H (-2.506, -2.192, -2.520)
H (-2.537, -1.841, -4.258)
H (-1.789, -0.699, -3.136)
H (-0.209, -1.362, -5.323)
H (1.655, -1.839, -6.773)
H (2.727, -3.199, -6.399)
H (3.050, -1.606, -5.710)
H (2.872, -3.986, -3.999)
H (2.559, -5.370, -2.119)
H (0.924, -5.589, -1.465)
H (1.961, -4.326, -0.818)
C (5.145, 1.977, -0.950)
N (4.895, 0.583, -1.182)
C (4.061, 0.124, -2.274)
C (3.922, -1.379, -1.982)
N (4.577, -1.550, -0.698)
C (4.952, -0.344, -0.206)
S (5.584, -0.088, 1.310)
H (5.347, 2.470, -1.904)
H (6.013, 2.063, -0.296)
H (4.290, 2.457, -0.458)
H (4.547, 0.320, -3.237)
H (3.083, 0.625, -2.272)
H (4.434, -1.999, -2.727)
H (2.872, -1.685, -1.943)
H (4.155, -2.198, -0.039)
N (2.949, 0.026, 4.188)
C (3.217, 0.161, 5.319)
N (3.373, 0.145, 6.561)
C (4.010, 0.782, 7.463)
N (4.519, 1.262, 8.387)

Ordered max |F| results: 5.941, 15.993, 1.839, 2.494; unit eV Å⁻¹.
Ordered calculated total energy results: -6379.40503, -3019.99795, -5818.53503, -8658.45001; unit a.u..